(1)
Density functional theory data (ωB97M-V with the def2-TZVPD basis set) for a single C26H45F9NO10PS molecule.

- HOMO level (eV) = -7.5
- orbital gap (eV) = 6.56

XYZ file:
```
93
Properties=species:S:1:pos:R:3:forces:R:3
S -2.2594 0.6085 1.3366 -4.56 -8.10 1.46
P 1.4255 0.4765 -3.2508 3.02 -2.12 1.36
F 1.5175 1.2511 3.1862 -3.21 -2.83 -3.24
F -4.6015 4.0666 -1.3993 3.62 0.99 -1.48
F 0.2285 -0.7557 3.2522 0.99 4.19 -3.48
F -3.5149 4.2244 -3.4580 1.24 0.78 4.33
F -3.1053 6.0777 -0.0324 0.64 -0.73 -4.36
F -1.7772 6.5750 -1.9871 -3.30 -1.99 1.36
F -1.3219 1.4653 3.7792 1.71 -0.32 -4.87
F 1.0314 0.0220 1.0730 -1.81 1.81 5.07
F -0.6779 2.7470 1.8750 -0.06 -4.13 1.29
O -3.2727 0.0473 2.4123 3.65 3.36 -3.39
O 2.2523 1.9965 -3.2986 -0.74 -0.50 -2.54
O -1.8552 -0.6240 0.4883 0.04 5.10 1.90
O -2.0114 2.6198 -5.4619 2.44 0.05 2.20
O 0.3779 2.5343 -5.6285 -6.69 2.79 4.88
O -2.8961 2.0878 -1.0036 0.45 1.20 2.09
O 0.2625 2.8951 -1.2049 -1.59 0.54 -1.32
O 4.1757 2.9246 2.7606 0.68 -1.38 -1.79
O 1.3047 -0.2939 -4.8116 0.22 2.61 0.16
O -1.1773 1.5764 -2.7405 1.34 2.00 2.13
N 3.3398 3.5112 -0.6198 -0.25 1.58 0.40
C -3.0368 5.9672 -1.5378 -0.48 1.07 0.51
C -0.4484 3.7941 -3.4738 0.15 0.73 -2.15
C -0.3484 -6.6677 1.7625 0.06 -0.46 -0.42
C -0.8188 -3.3963 -1.7224 1.94 0.10 -0.01
C 0.2692 -4.2221 -0.7737 -0.29 -0.57 -0.24
C -0.8521 1.3553 2.3470 0.11 2.65 2.67
C -1.2405 -6.6884 3.1491 0.12 0.46 -0.42
C -0.2557 0.5308 -2.3518 -2.03 -1.75 -0.98
C -0.6962 2.9353 -4.8922 4.44 -2.84 -3.82
C 3.9436 4.2529 0.5570 0.48 -0.18 0.80
C -1.5890 -5.7935 5.6469 0.56 0.34 0.55
C 5.6335 2.0759 0.7593 -0.07 0.39 0.84
C 0.0267 -2.1238 -2.4014 -0.94 -0.30 0.89
C -2.1981 3.3360 -1.3360 -0.01 0.18 1.30
C -0.1242 -5.8180 -0.7782 -0.60 -0.07 0.26
C -3.2408 1.9156 0.3939 -2.01 1.25 -0.88
C -0.4880 -5.9814 4.4248 -0.79 -0.23 0.42
C 0.7753 4.1956 -0.8064 1.73 1.36 1.59
C 2.3618 4.4767 -1.2527 -0.08 0.47 -0.67
C -0.8506 2.9221 -2.1565 0.23 -0.20 -1.33
C 4.9048 3.3401 1.5224 0.78 0.25 0.04
C -1.0142 -0.8899 -2.8347 1.45 -0.27 -0.48
C -3.2455 4.3743 -2.0102 -2.52 -0.47 0.12
C -1.1963 -6.1387 0.4526 0.51 -0.35 -0.01
C 0.5121 0.4518 2.3906 2.07 -1.33 1.75
C -1.0153 -4.8380 6.8747 -0.82 -0.15 -0.26
H -2.2465 -6.1079 2.9046 2.05 -1.14 0.70
H 4.8601 1.2071 0.6244 1.45 1.73 -0.16
H 2.5223 4.4678 -2.4110 -0.63 -0.10 2.13
H -1.8760 -6.8299 6.1447 0.58 2.02 -1.32
H -0.0121 -4.9293 4.1407 -1.14 -2.22 0.49
H -1.8165 -4.8614 7.7414 1.62 0.22 -1.73
H -1.1086 -0.9152 -4.0227 0.05 0.25 2.61
H -0.9092 -3.7289 6.4760 -0.04 -2.31 0.97
H -4.3636 1.5025 0.4069 2.77 0.32 0.23
H 6.4936 1.6703 1.4449 -1.65 0.83 -1.26
H -3.9586 6.5943 -1.9316 2.23 -1.23 0.79
H 0.8299 -6.5185 -0.7127 -2.01 1.46 0.10
H -0.1210 0.3547 -1.1859 0.06 0.89 -2.49
H 1.8004 0.2069 -5.5261 -1.10 -0.63 1.12
H -0.6815 -6.1102 -1.7687 1.25 0.74 1.70
H 3.0645 4.6860 1.2299 1.90 -1.04 -1.41
H -1.9548 -6.9813 0.0966 1.57 1.77 0.87
H 4.5837 5.1624 0.1869 -1.06 -1.44 0.65
H 1.3880 -4.0472 -1.1257 -2.41 -0.39 0.48
H -1.8353 -5.1711 0.7275 1.46 -2.00 -0.64
H 2.6499 5.5778 -0.8925 -0.96 -2.11 -0.79
H 0.6433 -6.0117 1.8614 -2.23 -1.30 -0.05
H -1.1533 -4.1088 -2.5905 0.27 1.40 1.82
H -2.2728 1.6844 -5.2149 0.76 1.43 -0.19
H 5.7719 4.0564 1.9073 -1.88 -1.45 -0.76
H 4.0652 3.1915 -1.3070 -1.06 0.64 0.98
H -1.0292 4.7933 -3.6348 0.86 -1.83 0.57
H -0.0150 -5.2375 7.3332 -1.81 0.81 -1.09
H -3.2685 2.8695 1.0664 0.41 -1.55 -1.32
H 0.8114 4.1996 0.3876 -0.18 -0.14 -2.55
H 0.1324 5.1266 -1.1013 0.95 -1.89 0.18
H 0.0090 -7.7758 1.5010 -0.66 2.41 0.60
H 2.6525 2.1830 -4.2147 -1.15 -0.37 1.79
H -1.6832 -3.0358 -1.0188 1.50 -0.60 -1.69
H -2.5661 -5.2900 5.2238 1.92 -1.06 0.81
H 0.7614 -1.7622 -1.5378 -1.53 -0.59 -2.02
H -1.8937 3.8276 -0.2907 -0.47 -0.70 -2.50
H 0.3732 -6.6722 4.8186 -1.54 1.31 -0.83
H 0.2089 -3.8319 0.3297 0.09 -0.65 -2.04
H 0.7083 4.0808 -3.5530 -2.69 -1.02 0.54
H 0.6725 -2.4799 -3.3376 -1.45 0.77 2.19
H -2.0744 -1.0115 -2.3353 2.31 0.47 -0.85
H -1.5343 -7.7925 3.4227 0.58 2.17 -0.48
H 4.0238 1.9260 2.7572 0.36 2.06 -0.28
H 6.1351 2.4431 -0.2395 -1.20 -0.88 1.86
```
Forces are in eV/Å.

(2)
Density functional theory data (ωB97M-V with the def2-TZVPD basis set) for 9 unconnected molecules or ions with the total composition C26H46ClF7IN10O22P2S.

- HOMO level (eV) = -11.7
- orbital gap (eV) = 6.64
- charge = +1

XYZ file:
```
116
Properties=species:S:1:pos:R:3:forces:R:3
I -2.7507 4.8938 5.0806 0.11 -0.03 -0.04
Cl 3.1601 1.1696 3.9756 -0.16 0.08 -0.14
S 1.5117 3.4438 -2.5920 -0.09 0.04 0.33
P 2.7938 4.6600 0.6489 1.33 0.76 1.09
P 2.5998 2.2480 -1.5389 -0.38 1.31 -2.31
F 0.6564 0.3156 -2.9009 0.10 0.32 0.14
F -1.0995 1.8881 -1.4468 0.12 0.02 0.44
F -2.0490 0.3167 -2.5709 -0.19 0.28 0.16
F -0.3369 -1.4339 -2.1283 0.23 -0.12 -0.02
F 2.3195 -0.5915 -1.0347 -0.10 0.26 -0.32
F -1.8528 0.1019 -0.4362 0.10 0.20 0.27
F 0.7048 -1.4688 0.0100 -0.11 0.10 0.33
O -6.9768 -11.2823 1.6220 0.02 -0.01 -0.02
O -4.6168 -6.8993 0.9560 -0.03 0.06 0.02
O -2.2513 -5.3073 -3.2806 -0.06 0.04 -0.25
O 3.5579 4.7893 -0.7249 -0.37 -0.26 -0.09
O -0.6049 8.5582 4.6879 0.00 0.01 -0.01
O 3.9381 2.6699 -4.8167 -0.03 -0.20 0.02
O 4.6648 -2.3305 -4.7153 0.08 0.02 0.04
O 5.3037 3.8728 -3.6718 -0.11 0.02 0.08
O 0.3485 2.0582 4.9914 0.61 -0.25 -0.53
O -1.2301 10.4074 5.5981 0.03 0.00 -0.01
O -4.0891 -6.2966 -3.8169 -0.02 0.03 0.04
O -6.4604 -10.5870 -0.3521 0.01 0.00 -0.01
O 1.7018 5.8202 0.6503 -0.33 -0.82 -0.27
O 0.0125 -2.6009 -5.3825 0.04 -0.05 -0.10
O 3.6951 -1.6873 -6.5331 0.05 -0.03 0.05
O -1.4560 1.5790 3.7985 -1.08 -0.32 -0.01
O 3.0761 0.3863 6.4152 0.81 -0.61 0.98
O 6.0488 1.6966 -1.4049 -0.09 0.05 -0.01
O -0.9588 -1.8847 -7.1734 0.00 -0.06 0.01
O 3.7191 4.7255 1.7754 -0.25 -0.14 0.09
O -2.7955 -5.9000 1.5036 0.04 0.09 -0.12
O 4.7905 0.0857 -0.7361 -0.02 0.15 -0.12
N -1.4502 9.3125 5.1409 -0.03 -0.01 0.00
N 3.7836 -1.7610 -5.3307 -0.09 0.05 -0.07
N -3.0210 -5.7966 -4.0894 0.11 0.01 -0.10
N -6.8610 -10.4169 0.7812 -0.02 0.01 0.02
N -3.5599 -6.3675 0.6836 -0.02 -0.15 0.05
N 4.5783 3.6836 -4.6257 0.04 0.06 0.01
N -0.3651 -0.3470 2.0093 0.45 0.15 -0.57
N -0.8520 -1.9779 -5.9740 0.00 0.00 0.13
N 1.7582 1.9999 0.0574 0.41 -0.83 0.95
N 5.6704 0.5482 -1.4478 0.22 -0.08 0.05
C 1.1414 3.0568 2.1471 0.19 -0.11 -0.39
C 1.8249 3.0800 0.9003 -0.80 -0.22 0.11
C -0.6768 5.2124 4.6501 0.00 0.52 -0.43
C -1.5002 -3.1209 2.9592 -0.81 0.53 0.05
C 1.0705 -0.3381 -0.5954 -0.20 -0.26 0.33
C 0.0681 -0.1927 -1.8104 -0.46 -0.54 0.27
C 0.4418 1.8848 2.5083 1.19 0.60 -0.89
C -1.2616 0.5752 -1.5188 -0.02 -0.35 -1.07
C -2.7066 -2.5922 2.1626 0.69 -0.10 -0.29
C -0.7758 -2.0210 3.7384 -0.05 0.03 0.19
C -3.1963 -6.3073 -0.7616 0.16 0.02 0.31
C -0.3043 4.8581 3.2062 -0.20 -1.12 0.56
C 0.9209 0.9731 5.7198 -0.24 0.44 0.12
C -2.6277 -5.7890 -5.5262 0.19 0.10 -0.03
C 1.1069 4.2102 3.1302 -0.37 0.45 -0.39
C 4.4634 4.7812 -5.6234 -0.08 -0.05 -0.16
C 6.3196 -0.3522 -2.4407 -0.07 -0.22 0.06
C -1.8327 -1.2684 -5.1108 -0.21 0.08 -0.23
C 0.2830 -1.2800 2.9375 -0.38 -0.53 -0.10
C 2.4151 0.7761 5.5387 -0.45 0.32 -0.55
C -0.2951 1.7962 3.8187 0.17 0.15 0.21
C -2.8657 8.8497 5.1274 0.00 -0.13 -0.12
C 1.0844 0.8510 0.4004 -0.04 0.37 0.65
C -7.2345 -9.0258 1.1560 -0.06 0.05 0.18
C 0.3947 0.7776 1.6396 -0.20 0.04 -0.38
C 2.7336 -1.0963 -4.5129 -0.15 0.07 -0.04
H 1.3870 3.8073 4.0911 0.07 -0.10 0.24
H 0.8189 1.2240 6.7686 -0.09 0.10 0.15
H -6.3514 -8.4082 1.0333 -0.02 0.01 -0.11
H -0.1301 4.6216 5.3675 0.04 -0.14 0.18
H -3.4083 -3.3851 1.9358 -0.11 -0.15 0.02
H -3.2164 8.8359 6.1546 0.00 0.09 0.01
H -1.2593 -0.5851 -4.5005 0.00 -0.02 0.04
H -0.3203 -2.4350 4.6360 0.23 -0.14 0.00
H -3.1549 -7.3333 -1.1141 -0.11 0.01 -0.07
H 4.0842 5.6541 -5.1013 0.08 0.02 0.04
H -1.6565 -5.3168 -5.6151 0.03 0.01 0.06
H -3.2330 -1.7950 2.6809 -0.09 0.09 0.10
H -3.4336 9.5604 4.5347 0.00 0.07 0.08
H -3.9750 -5.7561 -1.2720 -0.10 -0.08 -0.02
H -0.3692 5.7258 2.5601 -0.02 0.14 -0.09
H -7.5699 -9.0252 2.1859 0.00 -0.08 0.01
H -1.2975 -0.0895 2.2955 0.04 0.14 0.23
H -3.3892 -5.2356 -6.0675 -0.07 -0.09 0.00
H 6.1508 0.0785 -3.4238 0.07 0.06 0.01
H 5.8735 -1.3363 -2.3580 -0.05 0.03 0.00
H 0.3756 0.0453 5.5678 0.02 -0.18 -0.22
H 1.8072 4.9972 2.9178 0.40 -0.09 -0.09
H -2.8889 7.8581 4.6902 -0.02 0.06 0.03
H 5.4578 4.9671 -6.0171 0.03 0.05 0.08
H -2.2390 -5.8176 -0.8613 0.03 0.03 0.10
H 7.3796 -0.3792 -2.2080 0.02 0.11 -0.04
H -0.8246 -3.5830 2.2454 0.16 -0.40 0.18
H -1.0365 4.1272 2.8684 -0.13 0.03 -0.31
H 3.2352 -0.3585 -3.8918 0.05 -0.05 0.02
H 3.7840 4.4635 -6.4045 -0.01 -0.05 0.02
H -0.5041 6.2675 4.8137 0.02 0.09 0.30
H 0.8930 5.5070 0.2138 -0.09 0.47 -0.17
H -2.5398 -0.7377 -5.7374 0.04 -0.03 -0.08
H 1.0101 -0.7753 3.5750 0.02 0.17 0.13
H -2.3320 -2.0113 -4.4956 0.11 -0.01 0.08
H -2.5952 -6.8222 -5.8575 -0.10 -0.01 -0.01
H -1.8826 -3.8518 3.6631 0.25 -0.31 0.07
H -2.3178 -2.2228 1.2163 -0.28 0.31 -0.20
H 0.8291 -2.0394 2.3817 0.30 0.10 -0.19
H 2.2578 -1.8611 -3.9065 0.05 -0.02 0.03
H 2.7296 1.0679 -2.2573 0.09 -0.28 0.75
H -8.0276 -8.7103 0.4852 0.06 0.01 -0.08
H 3.7335 5.7149 -0.9459 0.03 0.01 -0.16
H -1.5203 -1.3087 4.1013 -0.06 0.14 0.12
H 2.0190 -0.6269 -5.1774 0.04 -0.02 -0.07
H 3.9008 2.6920 -1.2728 -0.08 -0.38 0.67
```
Forces are in eV/Å.

(3)
Density functional theory data (ωB97M-V with the def2-TZVPD basis set) for 3 unconnected molecules or ions with the total composition C26H46ClN2O4P2.

- <S²> = 2.009
- HOMO level (spin up / spin down) (eV) = -10.7 / -11.5
- orbital gap (spin up / spin down) (eV) = 6.18 / 6.92
- charge = +1
- multiplicity = 3

XYZ file:
```
81
Properties=species:S:1:pos:R:3:forces:R:3
Cl 1.8344 1.5145 2.3441 -1.15 0.42 -1.47
P 0.5161 1.8373 0.7722 1.16 -1.04 0.65
P 0.7955 3.9256 0.0545 -0.76 3.17 1.30
O 0.2487 4.8926 1.0549 0.34 -1.32 -0.57
O -0.3525 -1.5967 -0.8000 0.36 0.14 0.16
O 3.9526 1.1189 5.2875 -0.19 -0.62 1.09
O -2.8627 0.8121 -4.7855 0.41 -1.27 0.01
N 4.3921 0.1392 6.0661 0.29 1.74 -3.15
N -3.2331 -0.3904 -5.2050 -0.87 3.44 0.28
C 6.5390 -1.3000 4.6448 0.01 0.01 0.05
C -4.6396 -2.3281 -4.4929 -0.01 -0.21 -0.28
C -3.2523 -1.7503 -7.2793 -0.25 -0.32 0.06
C -0.4783 -0.4211 -0.6664 -1.32 1.59 -0.02
C -4.4176 1.6652 -0.1759 2.16 -1.70 0.12
C -4.2275 -0.5469 -2.9043 0.37 0.33 -0.08
C -3.3884 -0.3298 -6.6896 0.50 -1.17 -1.91
C 5.0793 -1.4269 4.2222 0.38 0.28 -0.08
C 0.7771 0.5606 -0.5575 -0.01 -0.68 0.18
C -5.9386 -0.1950 -6.3666 0.04 -0.04 -0.03
C -2.2488 0.4530 -7.3727 0.15 0.41 0.62
C 6.7995 0.0620 5.2809 -0.25 -0.20 -0.51
C 2.6651 -1.1983 4.8294 -0.10 0.64 -0.04
C 4.1490 -2.3281 6.3738 0.23 -0.10 0.22
C -3.4202 2.2799 -1.0304 1.77 -1.87 0.70
C -2.0834 1.6153 -1.2551 -2.64 -1.39 2.80
C 6.1964 -0.3112 7.7069 0.02 -0.42 0.05
C -5.7081 -0.0866 -4.8634 0.01 0.34 -0.40
C -1.8519 0.2934 -0.5337 -0.53 1.51 -0.70
C -2.8400 -0.3311 0.3187 -1.20 2.80 -1.18
C -4.7193 0.3031 -7.1372 -0.35 0.22 0.44
C -4.4271 -0.7998 -4.4075 -0.82 -1.69 0.98
C 6.0498 1.9140 6.7597 -0.60 0.23 -0.39
C 5.8167 0.4309 6.4072 1.47 0.01 1.80
C -4.1297 0.3754 0.4823 1.59 0.65 -0.97
C 4.1020 -1.1506 5.3745 -0.66 -2.03 0.42
H 2.4430 -2.1806 4.4081 0.26 -0.03 0.14
H -1.2697 0.0715 -7.0710 -0.08 0.01 0.03
H -2.2859 1.5206 -7.1524 0.02 -0.10 0.17
H 5.9425 2.5699 5.8949 -0.17 -0.10 0.03
H 0.0341 4.0174 -1.1485 0.69 -0.67 -0.02
H -6.5736 -0.4956 -4.3342 0.20 -0.12 0.11
H -4.1534 0.5033 -2.6333 0.04 -0.05 -0.35
H 0.9717 1.0736 -1.5403 -0.21 -0.42 0.93
H -2.3182 0.3602 -8.4585 -0.19 -0.20 0.13
H 7.1457 0.0569 8.1008 -0.07 0.13 -0.16
H 3.6822 -3.2174 5.9446 -0.05 0.18 -0.12
H -2.3715 -2.2576 -6.8782 -0.07 0.06 0.05
H -3.1348 -1.7107 -8.3640 0.02 0.20 0.09
H -6.8111 0.4021 -6.6437 0.04 -0.05 -0.01
H -1.2946 2.0877 -1.8810 -0.86 -0.56 0.36
H 4.9060 -2.4276 3.8158 -0.19 0.02 0.17
H 5.4429 -0.1526 8.4820 -0.02 -0.01 -0.10
H 5.1561 -2.6381 6.6413 -0.01 0.12 0.05
H -5.6611 0.9746 -4.5920 0.18 -0.05 0.02
H -3.6362 3.2648 -1.4922 0.24 -0.89 0.24
H 1.6517 -0.0800 -0.2737 -0.57 0.72 -0.27
H 6.7492 0.8187 4.4894 -0.14 0.06 0.11
H -3.3280 -1.0482 -2.5378 -0.03 -0.04 -0.10
H 7.0644 2.0629 7.1350 -0.06 -0.30 -0.02
H 7.8244 0.0884 5.6600 -0.14 0.12 0.19
H -5.0777 -0.9476 -2.3482 -0.01 -0.11 -0.22
H -0.7759 1.8228 1.3608 0.43 -0.06 -0.26
H 6.3346 -1.3824 7.5776 -0.10 -0.01 -0.02
H -5.3275 -2.6658 -3.7147 0.07 0.21 0.04
H 7.1821 -1.4199 3.7691 -0.01 -0.01 0.06
H -4.1201 -2.3830 -7.1068 0.03 0.00 0.10
H 5.3582 2.2501 7.5361 0.00 -0.05 -0.08
H -5.3933 2.1584 0.0044 0.83 -0.39 -0.20
H 1.9368 -1.0078 5.6216 0.07 0.06 -0.03
H -4.6656 1.3911 -7.0170 0.16 -0.05 0.08
H 3.6060 -2.0887 7.2908 0.06 0.06 -0.05
H -4.8744 0.1239 -8.2044 0.25 -0.07 0.04
H 2.1888 4.2029 -0.1339 -0.43 -0.94 -0.44
H -2.6136 -1.2779 0.8463 -0.26 0.73 -0.50
H 4.8917 -0.7284 3.3974 -0.09 0.10 0.13
H -4.8781 -0.0880 1.1554 0.49 0.48 -0.60
H -3.6995 -2.8656 -4.3490 -0.01 0.07 -0.05
H -5.0854 -2.6589 -5.4279 0.12 0.04 -0.04
H 2.5020 -0.4747 4.0314 0.07 0.06 0.14
H -6.1745 -1.2243 -6.6508 0.02 0.00 0.05
H 6.8154 -2.1022 5.3343 -0.06 0.00 0.00
```
Forces are in eV/Å.

Let's list total energy in order: -94219.254, -156684.694, -69966.034 eV.
Let's list largest force on an atom in order: 9.4, 2.7, 4.1 eV/Å.